# C43H22Cl2F5N10O4Ti

A structure of composition C43H22Cl2F5N10O4Ti (the ωB97M-V functional and the def2-TZVPD basis, the OMol25 dataset).

The value obtained for the orbital gap (spin up / spin down) is 0.151 / 0.151 Ha. As for the charge: -1. The HOMO energy (spin up / spin down) is -4.0 / -4.0 eV. The LUMO energy (spin up / spin down) is 0.07 / 0.07 eV. As for the molecular weight: 956.48 g/mol. The value obtained for the relative energy (zero: lowest compared OMol25 entry of this formula, charge and spin) is 24.84 kcal per mole.

Last column: Löwdin charge in e.
CARTESIAN COORDINATES (ANGSTROEM)
Ti1 -0.8116 0.0787 0.4331  1.13
Cl1 -0.9798 6.3819 -1.7319  0.68
C1 -1.5303 4.7993 -1.3035  -0.67
C2 -0.9217 4.1547 -0.2309  -0.01
C3 -1.3364 2.8744 0.1021  -0.19
N1 -0.8055 2.0335 1.0857  -0.01
C4 -0.1807 2.4730 2.1957  -0.45
O1 0.0097 3.6204 2.5534  0.09
C5 0.2418 1.3037 3.0456  -0.17
C6 0.8853 1.5140 4.2479  0.03
C7 1.2608 0.4180 5.0044  -0.03
C8 0.9861 -0.8483 4.5198  -0.03
C9 0.3531 -0.9738 3.2971  -0.12
N2 -0.0302 0.0778 2.5672  0.06
C10 -2.3690 2.2587 -0.6264  -0.20
C11 -2.9933 2.9161 -1.6696  -0.04
C12 -2.5521 4.1861 -2.0161  -0.68
Cl2 -3.2953 4.9561 -3.3819  0.66
N3 -2.6009 0.9460 -0.1911  -0.01
C13 -3.7476 0.2925 -0.3627  -0.45
O2 -4.7408 0.6148 -1.0137  0.05
C14 -3.7250 -0.9905 0.4179  -0.17
C15 -4.8281 -1.8180 0.4748  0.03
C16 -4.7681 -2.9395 1.2856  -0.03
C17 -3.6070 -3.1890 1.9973  -0.03
C18 -2.5311 -2.3327 1.8427  -0.10
N4 -2.5798 -1.2497 1.0665  0.05
H1 -0.1278 4.6402 0.3169  0.11
H2 1.0826 2.5340 4.5456  0.13
H3 1.7807 0.5471 5.9442  0.12
H4 1.2924 -1.7367 5.0532  0.12
H5 0.1897 -1.9475 2.8623  0.09
H6 -3.8100 2.4598 -2.2068  0.09
H7 -5.7014 -1.5562 -0.1050  0.13
H8 -5.6149 -3.6087 1.3622  0.11
H9 -3.5157 -4.0472 2.6474  0.11
H10 -1.5923 -2.5315 2.3327  0.10
F1 1.6883 -5.5871 -0.8175  0.05
C19 1.1593 -4.3940 -0.4762  -0.28
C20 1.9136 -3.5097 0.2678  0.01
C21 1.3559 -2.2826 0.5992  -0.11
C22 0.0523 -1.9206 0.2365  -0.23
C23 -0.6603 -2.8672 -0.5089  -0.14
C24 -0.1230 -4.0937 -0.8830  -0.01
H11 2.9210 -3.7715 0.5647  0.13
H12 1.9754 -1.5927 1.1580  0.08
H13 -1.6807 -2.6748 -0.8278  0.08
H14 -0.6841 -4.8076 -1.4717  0.12
F2 5.9627 1.6076 -0.7828  0.10
C25 5.7565 0.7742 0.2500  -0.16
C26 6.7844 -0.0572 0.6349  -0.15
F3 7.9339 0.0371 -0.0541  0.09
C27 6.6776 -1.0003 1.6802  -0.07
C28 5.4129 -0.9826 2.2998  -0.16
C29 4.4020 -0.1358 1.9154  -0.16
F4 3.2354 -0.2037 2.6039  0.07
C30 4.5135 0.7749 0.8738  -0.08
C31 3.3787 1.6244 0.4657  -0.18
C32 2.1713 1.0549 0.2587  -0.12
N5 1.1197 0.5485 0.1012  0.05
C33 3.4619 3.0354 0.3200  -0.22
N6 3.5261 4.1819 0.2048  0.13
F5 5.1492 -1.8116 3.3297  0.08
C34 7.7342 -1.8817 2.0690  -0.22
C35 9.0203 -1.8625 1.4741  -0.27
N7 10.0904 -1.8954 1.0373  0.10
C36 7.5822 -2.8617 3.0810  -0.27
N8 7.5147 -3.6803 3.8955  0.10
O3 -6.2792 1.5015 -3.3038  -0.04
C37 -5.8644 0.8400 -4.4676  -0.25
N9 -4.4191 0.8808 -4.6198  0.10
C38 -3.6612 -0.1494 -4.1355  -0.45
O4 -4.0848 -1.2709 -3.9399  0.08
C39 -2.2634 0.2365 -3.7504  -0.10
C40 -1.4753 1.1964 -4.3762  0.01
C41 -0.2842 1.5597 -3.7788  -0.01
C42 0.0315 1.0330 -2.5345  -0.08
N10 -0.7339 0.1280 -1.9174  0.03
C43 -1.8176 -0.3060 -2.5630  -0.06
H15 -5.8606 1.0911 -2.5287  0.05
H16 -6.3293 1.3617 -5.3017  0.12
H17 -6.1497 -0.2120 -4.4837  0.12
H18 -4.0206 1.8057 -4.5363  0.12
H19 -1.7896 1.6530 -5.3072  0.13
H20 0.3768 2.2867 -4.2283  0.12
H21 0.9101 1.3599 -1.9982  0.11
H22 -2.4167 -1.0722 -2.0898  0.11